Molecular formula: C37H36ClFeI2N3O2P2S2
Method: DFT, ωB97M-V/def2-TZVPD

- 2S+1: 2
- LUMO level (spin up / spin down): 1.8 / 1.9 eV
- Total charge: -1
- HOMO level (spin up / spin down): -5.093 / -5.093 eV

The geometry in XYZ format:
```
86
Properties=species:S:1:pos:R:3:lowdin_charge:R:1
Fe -0.11953 -0.02372 -0.63194 0.66
C -1.93446 -2.52953 -1.27858 -0.19
N -1.71449 -1.08755 -1.24588 -0.04
C -2.63642 -0.31680 -1.72486 -0.06
C -2.47356 1.08272 -1.59305 -0.31
C -3.24738 2.17492 -1.97222 -0.05
C -2.56201 3.30096 -1.51078 -0.09
C -1.40765 2.83540 -0.87808 -0.13
N -1.33863 1.49336 -0.92582 0.01
C -3.19487 -2.98901 -0.57880 -0.23
C -3.77642 -4.19493 -0.95615 -0.06
C -4.90634 -4.67297 -0.30663 -0.10
C -5.47410 -3.94105 0.72684 -0.10
C -4.90274 -2.73393 1.10317 -0.08
C -3.77134 -2.25954 0.45492 -0.08
H -1.06826 -2.99604 -0.81102 0.06
H -1.96932 -2.86783 -2.32119 0.12
H -3.53259 -0.73427 -2.18348 0.15
H -4.18773 2.13928 -2.49961 0.10
H -2.85508 4.33419 -1.60353 0.08
H -0.65226 3.43894 -0.40370 0.10
H -3.33785 -4.76950 -1.76596 0.10
H -5.34228 -5.61737 -0.60996 0.09
H -6.34802 -4.31544 1.24525 0.10
H -5.31226 -2.16290 1.92710 0.10
H -3.32188 -1.33347 0.79094 0.05
I 3.44856 2.19512 -3.08886 0.90
C 2.71554 2.91787 -1.28063 -0.64
C 3.11405 4.18010 -0.82986 -0.24
C 2.61176 4.69006 0.33529 -0.67
I 3.21543 6.60671 0.91247 0.89
C 1.70792 3.93241 1.11800 -0.20
C 1.09102 4.40222 2.30650 -0.03
C 0.21225 3.62327 2.98627 -0.03
C -0.03719 2.31668 2.54060 -0.12
N 0.50415 1.87805 1.42569 -0.05
C 1.36158 2.64458 0.67082 -0.09
C 1.81134 2.11995 -0.58959 -0.40
O 1.43187 0.97387 -1.05640 -0.19
H 3.81122 4.75484 -1.42314 0.07
H 1.33415 5.39348 2.66348 0.06
H -0.25929 3.95889 3.89716 0.12
H -0.65932 1.61511 3.08000 0.05
S -2.71982 -0.14238 3.22563 0.23
P -1.76658 -1.87976 3.44618 0.11
S -0.67834 -2.56194 1.91530 0.35
C -0.71323 -1.83189 4.93890 -0.38
C 0.25329 -2.81490 5.13217 -0.11
C 1.03446 -2.81101 6.27540 -0.09
C 0.86078 -1.81993 7.23260 -0.10
C -0.09429 -0.83546 7.03986 -0.09
C -0.87995 -0.84051 5.89597 -0.12
C -3.01064 -3.16437 3.87038 -0.38
C -2.88927 -4.46678 3.40255 -0.11
C -3.83300 -5.42627 3.74477 -0.10
C -4.90213 -5.09125 4.56160 -0.11
C -5.02602 -3.79086 5.03598 -0.10
C -4.08573 -2.83258 4.69088 -0.12
H 0.40311 -3.56656 4.36663 0.08
H 1.79420 -3.57097 6.41242 0.09
H 1.48583 -1.80498 8.11714 0.09
H -0.21373 -0.04463 7.76983 0.10
H -1.60674 -0.05799 5.71978 0.06
H -2.06520 -4.70853 2.74297 0.06
H -3.73963 -6.43416 3.35843 0.10
H -5.64284 -5.83758 4.82324 0.09
H -5.86183 -3.52154 5.67060 0.10
H -4.19048 -1.80950 5.03168 0.08
C 1.74416 -4.09920 -0.02578 -0.19
P 2.20355 -2.37010 -0.19716 0.60
C 3.61163 -2.35801 -1.32346 -0.16
C 2.85153 -1.82827 1.37980 -0.19
O 1.11852 -1.54357 -0.84392 -0.40
H 2.63058 -4.68770 0.21605 0.06
H 1.32803 -4.44570 -0.97274 0.06
H 0.99881 -4.20949 0.76175 -0.01
H 4.45238 -2.92557 -0.92420 0.05
H 3.90788 -1.31882 -1.47348 0.05
H 3.30726 -2.77652 -2.28274 0.06
H 3.63039 -2.53394 1.67924 0.06
H 2.09010 -1.77986 2.16027 0.01
H 3.30082 -0.83843 1.28642 0.06
Cl 2.07939 0.85975 3.84840 -0.31
C 0.38806 0.44596 1.13807 -0.17
H 1.40392 0.08355 1.23771 0.03
H -0.22300 -0.00215 1.91012 -0.01
```

***

Molecular formula: C37H36ClKN12O2S3
Method: DFT, ωB97M-V/def2-TZVPD

- LUMO level: 3.9 eV
- Total charge: -2
- HOMO level: -2.365 eV
- Relative energy (zero: lowest compared OMol25 entry of this formula, charge and spin): 0.0 kcal/mol

The geometry in XYZ format:
```
92
Properties=species:S:1:pos:R:3:lowdin_charge:R:1
K 0.14700 -0.14958 0.82215 0.63
N 3.65875 3.38183 1.53352 0.02
C 2.52092 2.83874 0.95799 -0.94
S 2.75167 1.56359 -0.15384 0.50
N 1.40976 3.42964 1.38772 -0.03
N 0.28432 2.75282 1.02787 0.03
C -0.83203 3.36031 1.21169 -0.21
C -0.99597 4.80764 1.55702 -0.18
C -0.29469 5.43606 2.58446 -0.04
C -0.49271 6.78302 2.85643 -0.09
C -1.38450 7.53421 2.10204 -0.12
C -2.08490 6.92080 1.07195 -0.10
C -1.89122 5.57201 0.80984 -0.05
C -2.08624 2.53213 1.16391 -0.22
C -3.17459 2.90843 1.94839 -0.03
C -4.30617 2.10986 1.97586 -0.07
C -4.33404 0.95505 1.22063 -0.06
C -3.21041 0.65134 0.46700 -0.13
N -2.11722 1.41118 0.42727 0.06
H 4.45063 2.76223 1.47298 0.05
H 3.48882 3.79478 2.43911 0.07
H 0.41912 4.86156 3.15433 0.09
H 0.06576 7.24904 3.65962 0.09
H -1.52764 8.58727 2.31234 0.09
H -2.77948 7.49198 0.46777 0.09
H -2.44046 5.09713 0.00466 0.12
H -3.11687 3.80421 2.55130 0.11
H -5.14661 2.38295 2.60347 0.10
H -5.17175 0.27282 1.23164 0.10
H -3.18824 -0.25846 -0.12023 0.10
S 3.98016 -3.49502 2.54340 0.40
C 3.58421 -3.74910 0.88688 -1.16
N 2.60000 -3.28513 0.15878 0.02
C 2.66815 -3.74376 -1.14068 -0.34
C 1.71435 -3.45162 -2.11645 -0.05
C 1.85912 -3.96802 -3.39100 -0.11
C 2.94903 -4.78412 -3.71034 -0.12
C 3.89468 -5.09771 -2.74565 -0.12
C 3.74869 -4.58128 -1.46210 -0.51
S 4.69804 -4.78683 -0.03008 0.92
H 0.86458 -2.83632 -1.84716 0.10
H 1.11790 -3.73893 -4.14788 0.09
H 3.04860 -5.18229 -4.71251 0.08
H 4.73100 -5.74189 -2.98992 0.09
N 2.34727 -2.13406 5.27185 0.13
C 1.93684 -0.85737 5.03534 -0.37
C 1.63689 -0.47105 3.70449 -0.08
N 1.20940 0.72818 3.41215 0.06
C 1.05648 1.59523 4.43139 -0.15
C 1.35395 1.21709 5.71632 -0.16
N 1.79997 -0.00799 6.04062 0.10
H 2.64524 -2.69336 4.47796 -0.02
H 2.75313 -2.32037 6.17108 0.09
H 1.76913 -1.19462 2.90593 0.09
H 0.70669 2.58995 4.18530 0.08
H 1.23017 1.92080 6.53335 0.09
Cl -1.45897 -7.94760 -1.45399 0.59
C -1.59381 -6.40504 -0.61614 -0.67
C -0.44368 -5.72055 -0.26893 -0.10
C -0.56496 -4.50246 0.39050 -0.01
C -1.81756 -3.97626 0.68873 -0.12
C -2.95571 -4.68899 0.32716 -0.03
C -2.85420 -5.90868 -0.32627 -0.13
C -1.93856 -2.61962 1.38091 -0.66
O -3.08897 -2.20085 1.60716 -0.03
O -0.84501 -2.04103 1.61806 -0.22
H 0.53132 -6.12090 -0.51516 0.10
H 0.32161 -3.94516 0.66827 0.09
H -3.91937 -4.25954 0.56896 0.11
H -3.73425 -6.47076 -0.61094 0.09
C -0.29123 1.74600 -2.36213 -0.18
N 0.05868 0.31327 -2.31100 -0.09
C 1.20075 0.09667 -3.20527 -0.17
N 0.89526 0.49179 -4.59219 -0.09
C 0.51828 1.90810 -4.58567 -0.19
N -0.63806 2.17710 -3.72949 -0.09
C -1.75456 1.36131 -4.19684 -0.19
N -1.45032 -0.07407 -4.19169 -0.09
C -1.08427 -0.44622 -2.81598 -0.17
C -0.26567 -0.28090 -5.03382 -0.19
H 0.56286 2.31693 -1.99980 0.09
H -1.13942 1.91335 -1.69987 0.10
H 1.47162 -0.95998 -3.19600 0.11
H 2.04104 0.67978 -2.83368 0.09
H 0.28321 2.21222 -5.61075 0.11
H 1.36496 2.49399 -4.22421 0.12
H -2.01664 1.66028 -5.21656 0.11
H -2.61421 1.53802 -3.54572 0.12
H -0.84441 -1.51273 -2.79815 0.12
H -1.94009 -0.26797 -2.16099 0.11
H -0.51241 0.00803 -6.06000 0.11
H -0.00788 -1.34258 -5.01849 0.11
```

***

| no. | E_tot (Ha) |
| --- | --- |
| 1 | -5544.87461 |
| 2 | -4494.00329 |